1.
Entry from the Open Molecules 2025 dataset: a cluster of 2 separate species, C9H12FN2S in total (ωB97M-V/def2-TZVPD).

Results
Frontier orbital gap   7.3 eV
ΔE to the lowest compared entry with this formula, charge and spin   0.00 kcal/mol
Multiplicity   1
LUMO level   -0.1698 Ha
Total charge   +1
Largest force on an atom   2.7 eV/Å

Geometry (Å):
C 1.151 -1.540 1.502
S 1.410 0.286 1.669
C 2.919 0.237 2.664
C 2.388 0.547 -0.020
C 1.979 1.774 -0.753
N 1.618 2.642 -1.450
H 0.317 -1.726 0.819
H 2.032 -2.082 1.145
H 0.887 -1.878 2.505
H 3.084 1.279 2.939
H 2.658 -0.370 3.532
H 3.756 -0.183 2.096
H 3.478 0.605 0.110
F 2.052 -0.598 -0.728
N 1.654 -2.179 -2.877
C 1.110 -1.825 -4.014
C 0.708 -2.797 -4.948
C 0.803 -4.150 -4.624
C 1.261 -4.469 -3.345
C 1.650 -3.432 -2.463
H 0.990 -0.767 -4.231
H 0.354 -2.467 -5.920
H 0.543 -4.933 -5.343
H 1.354 -5.491 -3.006
H 1.957 -3.662 -1.450

So, what does the Mulliken scheme give us? The charges, in e, come out as: -0.96, 0.33, -0.93, 0.31, -0.04, -0.27, 0.38, 0.34, 0.44, 0.37, 0.42, 0.37, 0.33, -0.15, -0.33, -0.08, -0.53, -0.18, -0.58, 0.03, 0.35, 0.34, 0.38, 0.35, 0.30

2.
Entry from the Open Molecules 2025 dataset: the molecule C5H8O4 (ωB97M-V/def2-TZVPD).

Results
Frontier orbital gap (alpha / beta)   7.5 / 7.5 eV
ΔE to the lowest compared entry with this formula, charge and spin   105.02 kcal/mol
Multiplicity   1
LUMO level (alpha / beta)   -0.0290 / -0.0291 Ha
Largest force on an atom   0.4 eV/Å

Geometry (Å):
C 0.580 -0.813 -1.439
C -0.549 -0.223 -0.588
C 0.001 1.544 -0.680
O -1.751 -0.280 -0.943
O -0.804 2.389 -0.902
H 1.094 1.694 -0.864
H 0.406 -1.888 -1.510
H 1.567 -0.641 -1.004
H 0.554 -0.385 -2.442
C 0.087 0.578 1.394
C -0.381 -0.725 0.984
O 1.357 0.875 1.616
O -1.629 -1.087 1.451
H 1.921 0.093 1.514
H -2.206 -0.958 0.653
H -0.616 1.348 1.684
H 0.367 -1.521 1.078

So, what does the Mulliken scheme give us? The charges, in e, come out as: -1.52, 1.51, -0.20, -0.84, -0.42, 0.32, 0.37, 0.35, 0.39, -0.17, -0.41, -0.44, -0.60, 0.41, 0.44, 0.49, 0.33

3.
Entry from the Open Molecules 2025 dataset: a structure of composition C33H34CoFGeNO3S4 (ωB97M-V/def2-TZVPD).

Results
Frontier orbital gap (alpha / beta)   6.9 / 6.4 eV
ΔE to the lowest compared entry with this formula, charge and spin   51.71 kcal/mol
Multiplicity   2
LUMO level (alpha / beta)   -0.2485 / -0.2673 Ha
Total charge   +2
Largest force on an atom   1.1 eV/Å
Expectation value of S²   0.76

Geometry (Å):
Co 0.978 1.358 1.059
C -3.228 -4.241 3.138
C -3.178 -4.023 1.633
C -3.038 -5.302 0.823
C -1.710 -5.982 1.119
C -0.571 -5.016 0.939
C 0.699 -5.463 0.659
C 1.746 -4.559 0.477
F 2.959 -5.047 0.212
C 1.565 -3.208 0.547
C 0.279 -2.724 0.821
C 0.044 -1.298 0.873
O 1.045 -0.518 0.665
C -1.260 -0.858 1.131
C -2.247 -1.807 1.342
N -2.044 -3.112 1.302
C -0.781 -3.622 1.028
C -1.738 0.562 1.071
O -2.921 0.793 1.208
O -0.872 1.510 0.805
H -4.032 -4.935 3.382
H -3.422 -3.304 3.659
H -2.292 -4.654 3.516
H -4.072 -3.490 1.308
H -3.105 -5.062 -0.241
H -3.874 -5.958 1.060
H -1.562 -6.839 0.463
H -1.700 -6.373 2.140
H 0.905 -6.522 0.571
H 2.390 -2.529 0.397
H -3.258 -1.471 1.535
C 2.820 4.667 -0.641
C 1.518 4.816 0.124
S 1.099 3.621 1.426
C 2.557 3.646 2.507
C 3.747 2.800 2.049
S 3.246 1.213 1.302
C 4.272 1.102 -0.189
C 4.458 2.348 -1.041
S 2.913 3.118 -1.583
H 3.692 4.766 0.001
H 2.870 5.484 -1.362
H 0.665 4.794 -0.555
H 1.495 5.782 0.633
H 2.182 3.280 3.462
H 2.858 4.681 2.674
H 4.388 2.583 2.903
H 4.350 3.333 1.323
H 3.805 0.304 -0.769
H 5.242 0.728 0.141
H 4.993 2.053 -1.944
H 5.090 3.092 -0.558
Ge 0.235 1.229 -1.884
C -0.928 -0.266 -1.958
C -0.391 -1.519 -2.263
C -1.227 -2.609 -2.439
C -2.603 -2.447 -2.312
C -3.146 -1.202 -2.014
C -2.311 -0.115 -1.822
C -0.490 2.971 -2.142
C -1.526 3.514 -1.378
C -2.028 4.764 -1.704
C -1.500 5.475 -2.776
C -0.470 4.937 -3.538
C 0.048 3.692 -3.215
H 1.525 0.846 -2.609
H 0.680 -1.645 -2.379
H -0.812 -3.576 -2.691
H -3.259 -3.294 -2.470
H -4.219 -1.079 -1.938
H -2.740 0.855 -1.602
H -1.934 2.970 -0.537
H -2.836 5.184 -1.119
H -1.896 6.451 -3.023
H -0.069 5.486 -4.379
H 0.855 3.284 -3.813
S 0.316 0.553 4.409
C 0.760 1.021 3.050

So, what does the Mulliken scheme give us? The charges, in e, come out as: -0.10, -1.38, -0.38, -0.85, -1.34, 0.83, -0.70, -0.08, -0.35, -0.60, 0.43, 1.59, -0.51, 0.34, -0.10, 0.48, -0.72, -0.42, -0.69, -0.23, 0.40, 0.40, 0.37, 0.49, 0.20, 0.44, 0.52, 0.41, 0.56, 0.65, 0.75, -1.00, -0.20, 0.10, -1.00, -0.71, 0.16, -0.59, -1.10, 0.21, 0.47, 0.59, -0.20, 0.69, 0.43, 0.59, 0.59, 0.18, 0.34, 0.56, 0.51, 0.47, 0.25, 0.41, -0.36, -0.68, -0.46, -0.92, 0.14, 0.38, 0.27, -0.94, -0.62, -0.77, -0.30, 0.01, 0.26, 0.47, 0.56, 0.49, 0.24, 0.23, 0.48, 0.43, 0.46, 0.47, -0.02, 0.02

4.
Entry from the Open Molecules 2025 dataset: the molecule C8H11Cl2P (ωB97M-V/def2-TZVPD).

Results
Frontier orbital gap   8.2 eV
ΔE to the lowest compared entry with this formula, charge and spin   203.03 kcal/mol
Multiplicity   1
LUMO level   -0.0153 Ha
Largest force on an atom   4.9 eV/Å
SMILES   Cc1cccc(C[PH2](Cl)Cl)c1

Geometry (Å):
C -0.764 1.927 -2.733
C -0.949 0.669 -1.677
C -1.812 -0.699 -1.965
C -1.948 -1.866 -0.785
C -1.202 -1.746 0.704
C -0.329 -0.379 0.961
C 0.534 -0.059 2.353
P 2.406 -0.184 1.825
Cl 3.077 -0.359 3.836
Cl 4.407 -0.455 1.042
C -0.211 0.800 -0.212
H -1.015 2.908 -2.102
H 0.338 1.979 -3.182
H -1.552 1.893 -3.628
H -2.338 -0.854 -3.000
H -2.594 -2.830 -0.979
H -1.280 -2.602 1.530
H 0.237 1.058 2.645
H 0.267 -0.788 3.231
H 2.291 1.127 1.181
H 2.007 -1.312 0.973
H 0.432 1.771 -0.017

So, what does the Mulliken scheme give us? The charges, in e, come out as: -0.89, 0.37, -0.51, -0.30, -0.49, 0.32, -0.85, 0.49, -0.23, -0.36, -0.25, 0.27, 0.25, 0.30, 0.27, 0.27, 0.27, 0.32, 0.42, 0.06, 0.13, 0.18

5.
Entry from the Open Molecules 2025 dataset: a structure of composition C29H37F3N7O3S2Ti (ωB97M-V/def2-TZVPD).

Results
Frontier orbital gap (alpha / beta)   5.7 / 5.6 eV
ΔE to the lowest compared entry with this formula, charge and spin   47.34 kcal/mol
Multiplicity   1
LUMO level (alpha / beta)   -0.3572 / -0.3583 Ha
Total charge   +3
Largest force on an atom   2.3 eV/Å

Geometry (Å):
Ti -0.057 0.169 0.037
C -2.312 -0.756 3.856
N -0.871 -0.612 3.978
C -0.381 -0.547 5.339
C -0.129 -0.544 2.896
O -0.641 -0.573 1.740
C 1.397 -0.412 2.990
O 1.950 -0.234 1.689
C 2.735 -1.301 1.162
C 1.960 -1.947 0.016
O 0.918 -1.331 -0.366
N 2.350 -3.062 -0.546
C 1.563 -3.641 -1.619
C 3.617 -3.710 -0.285
H -2.653 -1.578 4.486
H -2.803 0.161 4.188
H -2.578 -0.968 2.819
H -0.560 -1.498 5.846
H 0.678 -0.317 5.382
H -0.933 0.228 5.876
H 1.674 0.476 3.577
H 1.806 -1.303 3.481
H 3.668 -0.860 0.781
H 2.979 -2.036 1.938
H 0.588 -3.154 -1.675
H 2.086 -3.524 -2.570
H 1.421 -4.706 -1.434
H 3.990 -3.508 0.715
H 3.500 -4.787 -0.402
H 4.360 -3.369 -1.011
S -1.894 -1.147 -0.800
C -2.494 0.157 -1.811
N -3.389 -0.164 -2.733
N -4.275 0.569 -3.284
C -4.998 1.654 -2.835
C -5.833 2.302 -3.761
C -6.707 3.283 -3.342
C -6.783 3.611 -1.993
C -5.950 2.980 -1.071
C -5.046 2.023 -1.482
N -1.925 1.340 -1.788
N -0.729 1.471 -1.238
C -0.182 2.745 -1.455
C -0.972 3.810 -1.906
C -0.416 5.062 -2.083
C 0.922 5.288 -1.785
C 1.713 4.237 -1.337
C 1.174 2.972 -1.184
H -4.606 0.182 -4.174
H -5.796 2.018 -4.800
H -7.353 3.774 -4.054
H -7.489 4.357 -1.660
H -6.037 3.234 -0.025
H -4.426 1.503 -0.766
H -2.018 3.632 -2.108
H -1.030 5.868 -2.456
H 1.351 6.271 -1.901
H 2.757 4.399 -1.116
H 1.801 2.134 -0.881
C 3.294 1.030 -3.367
S 2.206 -0.056 -2.406
C 0.979 -0.417 -3.696
H 2.756 1.932 -3.638
H 3.632 0.496 -4.252
H 4.144 1.283 -2.743
H 1.499 -0.843 -4.552
H 0.479 0.508 -3.976
H 0.258 -1.127 -3.292
F 0.039 6.518 2.890
C -0.628 5.545 3.506
F -0.095 5.385 4.720
F -1.890 5.923 3.649
C -0.511 4.243 2.724
C -1.624 3.506 2.337
C -1.423 2.350 1.601
N -0.207 1.900 1.269
C 0.860 2.594 1.685
C 0.755 3.773 2.403
H -2.619 3.840 2.587
H -2.270 1.762 1.250
H 1.838 2.194 1.440
H 1.635 4.320 2.703

So, what does the Mulliken scheme give us? The charges, in e, come out as: -0.50, -1.08, 0.12, -0.96, 1.26, -0.20, -1.40, -0.19, -1.24, 0.83, 0.02, 0.19, -0.93, -0.90, 0.43, 0.34, 0.28, 0.34, 0.40, 0.36, 0.48, 0.69, 0.44, 0.55, 0.21, 0.37, 0.42, 0.38, 0.31, 0.35, -0.47, 0.53, -0.90, 0.44, 0.78, -0.42, -0.75, -0.45, -0.83, 0.19, -0.90, 1.67, 0.17, -0.69, -0.74, -0.87, -0.98, -0.24, 0.31, 0.41, 0.42, 0.43, 0.42, 0.49, 0.62, 0.49, 0.49, 0.54, 0.62, -1.19, 0.45, -1.01, 0.32, 0.48, 0.39, 0.54, 0.30, 0.19, -0.23, 0.64, -0.23, -0.26, 0.28, -0.96, -0.59, 1.37, -0.54, -1.36, 0.63, 0.47, 0.61, 0.58

Question: Among the records above, which one has the highest largest force on an atom?
Answer: C8H11Cl2P

Question: Look up the ΔE to the lowest compared entry with this formula, charge and spin of the fifth one.
Answer: 47.34 kcal/mol

Question: What is the multiplicity in the second record?
Answer: 1